The following is a quantum chemistry calculation of the molecule C3H7NO2, from the Open Molecules 2025 dataset.

Properties
* SMILES string: O=CNCCO
* calculated total energy: -323.74470 Ha
* HOMO-LUMO gap: 0.391 Eh
* 2S+1: 1
* HOMO energy: -9.938 eV
* relative energy (zero: lowest compared OMol25 entry of this formula, charge and spin): 22.76 kcal/mol

Positions of all 13 atoms, in Å:
O: 0.72 1.35 1.30
C: 0.70 1.31 -0.10
C: 0.62 -0.11 -0.65
N: -0.70 -0.73 -0.57
C: -1.18 -1.31 0.55
O: -0.82 -1.07 1.69
H: 0.11 0.67 1.63
H: 1.63 1.77 -0.45
H: -0.13 1.89 -0.52
H: 1.32 -0.75 -0.10
H: 0.91 -0.13 -1.71
H: -1.25 -0.81 -1.40
H: -1.94 -2.08 0.33